w) A gas-phase ion, C4H10NO (charge -1), computed with ωB97M-V/def2-TZVPD.

lowest unoccupied orbital energy = 4.1 eV
E_HOMO = -2.159 eV

ORCA input file:
```
! RIJCOSX wB97M-V def2-TZVPD def2/J DEFGRID3
* xyz -1 1
C -1.92013 -0.02546 -0.69646
N -0.73928 0.80080 -1.01327
C 0.07039 1.11622 0.18420
C 1.33212 0.25072 0.32541
C 1.13053 -1.24903 0.67495
O 2.29177 -1.93941 0.62351
H -2.70399 0.18147 -1.42870
H -2.28583 0.26336 0.28597
H -1.71742 -1.09945 -0.67250
H -0.14563 0.24861 -1.61523
H -0.54137 1.10330 1.08623
H 0.37897 2.16519 0.08402
H 1.92967 0.35839 -0.58532
H 1.93665 0.71305 1.11722
H 0.63653 -1.25688 1.66815
H 0.34700 -1.63088 -0.03817
*
```

And the Löwdin charges, in e, turn out to be: C -0.16; N -0.13; C -0.28; C -0.23; C -0.56; O -0.39; H 0.05; H 0.06; H 0.06; H 0.08; H 0.09; H 0.08; H 0.09; H 0.09; H 0.07; H 0.07

***

x) 2 unconnected molecules or ions with the total composition C4H10NO, computed with ωB97M-V/def2-TZVPD.

lowest unoccupied orbital energy = 4.3 eV
E_HOMO = -2.609 eV

ORCA input file:
```
! RIJCOSX wB97M-V def2-TZVPD def2/J DEFGRID3
* xyz -1 1
C -1.60493 1.52022 1.41631
C -0.81639 1.77959 2.44848
H -1.35030 0.75121 0.68678
H -2.51520 2.10214 1.29468
H 0.03116 1.13455 2.64305
H -1.03955 2.61242 3.10757
C 0.40910 -0.34601 -2.35215
N 1.31177 -1.06108 -1.44853
C 0.91652 -0.78526 -0.02003
O -0.33595 -1.09525 0.30067
H -0.63443 -0.63669 -2.20870
H 0.71698 -0.50913 -3.38861
H 0.49359 0.72439 -2.14546
H 1.10927 -2.05119 -1.57267
H 1.16409 0.30548 0.08762
H 1.69375 -1.32805 0.57425
*
```

And the Löwdin charges, in e, turn out to be: C -0.08; C -0.10; H 0.02; H 0.03; H 0.04; H 0.02; C -0.20; N -0.15; C -0.60; O -0.34; H 0.05; H 0.05; H 0.06; H 0.07; H 0.07; H 0.07

***

Q: Which of them is the least stable? A: x).

***

w) A gas-phase ion, C4H10NO (charge -1), computed with ωB97M-V/def2-TZVPD.

lowest unoccupied orbital energy = 4.4 eV
E_HOMO = -2.215 eV

ORCA input file:
```
! RIJCOSX wB97M-V def2-TZVPD def2/J DEFGRID3
* xyz -1 1
C 0.50230 -1.70175 -0.67952
C 0.86355 -0.59911 0.34464
C 1.50338 0.62612 -0.35703
N -0.37646 -0.25817 0.95276
C -1.34257 0.44049 -0.14959
O -1.42914 1.64320 0.14554
H 0.00635 -1.18628 -1.46493
H 1.40856 -2.11306 -1.06479
H -0.03299 -2.44257 -0.16211
H 1.64197 -1.04290 1.00407
H 1.02903 1.44909 -0.85378
H 2.22051 1.20306 0.25155
H 2.09737 0.02232 -1.05095
H -0.24383 0.12859 1.86729
H -0.99094 0.25199 -1.20202
H -2.22757 -0.20312 -0.10905
*
```

And the Löwdin charges, in e, turn out to be: C -0.10; C -0.51; C -0.09; N -0.05; C -0.59; O -0.26; H 0.04; H 0.04; H 0.05; H 0.12; H 0.05; H 0.06; H 0.05; H 0.06; H 0.07; H 0.06

***

x) 2 unconnected molecules or ions with the total composition C4H10NO, computed with ωB97M-V/def2-TZVPD.

lowest unoccupied orbital energy = 4.1 eV
E_HOMO = -2.345 eV

ORCA input file:
```
! RIJCOSX wB97M-V def2-TZVPD def2/J DEFGRID3
* xyz -1 1
C 1.29377 0.55782 -0.39357
C 0.18552 1.52854 -0.09042
C -0.93412 1.15652 0.52886
N 0.47996 2.86201 -0.48373
H 2.26800 0.85122 0.01130
H 1.37863 0.50291 -1.48420
H 0.98170 -0.45541 -0.06327
H -1.71413 1.85801 0.79730
H -1.01458 0.09005 0.74562
H 1.02610 2.90025 -1.33339
H -0.37508 3.38788 -0.61490
C -0.73338 -3.05080 0.47327
O 0.00675 -1.90512 0.38377
H -0.53071 -3.57962 1.43294
H -1.84636 -2.91778 0.41646
H -0.47207 -3.78648 -0.32604
*
```

And the Löwdin charges, in e, turn out to be: C -0.09; C -0.49; C 0.01; N 0.03; H 0.07; H 0.07; H 0.02; H 0.03; H 0.04; H 0.06; H 0.06; C -0.45; O -0.43; H 0.02; H 0.03; H 0.02

***

y) A gas-phase ion, C4H10NO (charge -1), computed with ωB97M-V/def2-TZVPD.

lowest unoccupied orbital energy = 4.2 eV
E_HOMO = -2.323 eV

ORCA input file:
```
! RIJCOSX wB97M-V def2-TZVPD def2/J DEFGRID3
* xyz -1 1
C -0.89367 0.51304 -1.84714
C -0.58243 0.72429 -0.36440
C 0.41196 -0.26772 0.21063
N -0.16193 -1.60022 0.32830
C 1.03191 0.21612 1.56443
O 1.67189 -0.73506 2.24665
H -0.01053 0.71732 -2.45218
H -1.12327 -0.54106 -2.00895
H -1.78594 1.08291 -2.14222
H -0.21398 1.73652 -0.18898
H -1.50669 0.68615 0.21342
H 1.23748 -0.31570 -0.52370
H -0.47861 -1.67808 1.29926
H 0.59897 -2.26966 0.27828
H 1.66832 1.09530 1.27046
H 0.13655 0.63584 2.11616
*
```

And the Löwdin charges, in e, turn out to be: C -0.14; C -0.28; C -0.46; N 0.02; C -0.54; O -0.36; H 0.06; H 0.05; H 0.06; H 0.09; H 0.10; H 0.13; H 0.06; H 0.05; H 0.08; H 0.08

***

z) A gas-phase ion, C4H10NO (charge -1), computed with ωB97M-V/def2-TZVPD.

lowest unoccupied orbital energy = 4.0 eV
E_HOMO = -2.416 eV

ORCA input file:
```
! RIJCOSX wB97M-V def2-TZVPD def2/J DEFGRID3
* xyz -1 1
C -2.20672 0.23835 -0.61318
C -1.14038 -0.79641 -0.24110
C 0.26516 -0.17490 -0.42385
N 0.76156 0.46996 0.77460
C 2.29233 0.21626 0.95182
O 3.10085 1.02447 0.26416
H -2.45815 0.43213 -1.66991
H -3.11134 0.04442 0.01236
H -1.90831 1.24859 -0.17912
H -1.40541 -1.17079 0.71280
H -1.20774 -1.79194 -0.90451
H 0.33788 0.38349 -1.39872
H 1.04174 -1.02215 -0.64259
H 0.76632 1.48108 0.68979
H 2.45722 0.32766 2.05118
H 2.41499 -0.91023 0.61628
*
```

And the Löwdin charges, in e, turn out to be: C -0.16; C -0.29; C -0.33; N -0.08; C -0.57; O -0.36; H 0.06; H 0.06; H 0.08; H 0.06; H 0.12; H 0.11; H 0.10; H 0.07; H 0.06; H 0.08

***

Q: Which of them is the least stable? A: w).

***

w) A gas-phase ion, C5H14N2 (charge -1), computed with ωB97M-V/def2-TZVPD.

lowest unoccupied orbital energy (spin up / spin down) = 4.1 / 4.0 eV
E_HOMO (spin up / spin down) = 1.446 / -5.037 eV

ORCA input file:
```
! RIJCOSX wB97M-V def2-TZVPD def2/J DEFGRID3
* xyz -1 2
C -1.08078 -1.60404 -0.30270
C -0.94086 -0.40496 -1.34569
C -0.05196 0.72358 -0.78166
C 1.52218 0.49062 -0.57357
N 2.04858 0.48453 0.84501
C 1.44703 1.38464 1.75342
N -2.39982 -1.64596 0.42359
H -1.01035 -2.50202 -0.90163
H -0.46608 -1.54611 0.55643
H -0.56738 -0.88692 -2.23120
H -1.88177 0.02988 -1.69294
H 0.13531 1.52519 -1.65553
H -0.39175 1.32698 0.07254
H 1.84124 -0.33270 -1.14631
H 2.06977 1.52012 -1.02708
H 2.05765 -0.52746 1.10629
H 0.36947 1.03810 2.25782
H 2.10708 1.56132 2.59412
H 1.19948 2.34066 1.28844
H -2.84194 -0.68060 0.51907
H -3.16508 -2.29485 0.24156
*
```

And the Löwdin charges, in e, turn out to be: C -0.32; C -0.33; C -0.29; C -0.33; N -0.18; C -0.28; N -0.09; H 0.05; H 0.06; H 0.02; H 0.06; H 0.06; H 0.06; H 0.04; H 0.10; H 0.10; H 0.10; H 0.04; H 0.05; H 0.06; H 0.02

***

x) A gas-phase ion, C5H14N2 (charge -1), computed with ωB97M-V/def2-TZVPD.

lowest unoccupied orbital energy (spin up / spin down) = 4.2 / 4.1 eV
E_HOMO (spin up / spin down) = 1.428 / -5.186 eV

ORCA input file:
```
! RIJCOSX wB97M-V def2-TZVPD def2/J DEFGRID3
* xyz -1 2
C -0.89789 -0.81265 1.59373
C -0.66811 0.68509 1.40818
C -0.22153 1.27012 -0.05440
C 0.06811 0.09828 -1.05641
C 1.51877 -0.29681 -0.99924
N 2.29688 0.50838 -1.98657
N -2.25199 -1.26927 1.25368
H -0.12794 -1.35926 0.97490
H -0.63210 -1.20637 2.58075
H 0.22099 0.88273 2.05227
H -1.50040 1.20994 1.89491
H 0.75812 1.70235 0.10452
H -0.98346 2.01433 -0.27656
H -0.48308 -0.86137 -0.88350
H -0.10333 0.54653 -2.03955
H 1.94018 -0.13665 -0.01503
H 1.77233 -1.33557 -1.28091
H 3.00163 0.01288 -2.50450
H 1.98817 1.30344 -2.53221
H -2.43504 -2.26131 1.30393
H -2.42773 -0.88985 0.33023
*
```

And the Löwdin charges, in e, turn out to be: C -0.47; C -0.21; C -0.18; C -0.33; C -0.45; N -0.06; N -0.05; H 0.06; H 0.07; H 0.08; H 0.09; H 0.08; H 0.07; H 0.05; H 0.07; H 0.07; H 0.04; H 0.00; H 0.04; H 0.00; H 0.02

***

y) A gas-phase ion, C5H14N2 (charge -1), computed with ωB97M-V/def2-TZVPD.

lowest unoccupied orbital energy (spin up / spin down) = 4.0 / 3.9 eV
E_HOMO (spin up / spin down) = 1.434 / -4.977 eV

ORCA input file:
```
! RIJCOSX wB97M-V def2-TZVPD def2/J DEFGRID3
* xyz -1 2
C -1.07236 -2.10232 -1.09067
N -0.71210 -0.71511 -1.08633
C 1.52925 0.09331 -1.72787
C 0.58099 -0.32025 -0.58904
C 0.53867 0.84932 0.45451
N -0.72471 0.96510 1.15097
C -0.63665 1.61262 2.42824
H -1.97421 -2.24491 -1.69338
H -0.35213 -2.73735 -1.56924
H -1.20330 -2.56712 -0.10193
H -1.42448 -0.16497 -0.63078
H 2.58091 0.28039 -1.53280
H 1.10347 1.03002 -2.12390
H 1.42191 -0.54588 -2.61116
H 1.12650 -1.13014 -0.08623
H 0.91156 1.77382 0.05027
H 1.26756 0.44587 1.18401
H -1.14945 0.04926 1.23347
H 0.16390 1.17668 3.04001
H -1.59733 1.58284 2.94483
H -0.37799 2.66882 2.35701
*
```

And the Löwdin charges, in e, turn out to be: C -0.28; N -0.10; C -0.11; C -0.45; C -0.27; N -0.16; C -0.42; H 0.06; H 0.04; H 0.02; H 0.07; H 0.06; H 0.07; H 0.06; H 0.10; H 0.09; H 0.08; H 0.04; H 0.02; H 0.02; H 0.05

***

Q: Which of them is the least stable? A: w).